1.
61
Properties=species:S:1:pos:R:3:mulliken_spin:R:1 method="wB97M-V/def2-TZVPD" lumo_energy_ev="4.03 / 4.03" e_tot_ha=-4284.46425 homo_ev="-1.2 / -2.7" e_above_lowest_kcal_mol=9.10 s_squared=15.76 total_charge=-2 spin_multiplicity=8 orbital_gap_ev="5.27 / 6.73"
Eu -14.38832 -14.34867 -0.84816 6.969
Cl -8.16199 -16.07296 2.88614 0.000
C -9.80031 -16.18670 2.36420 0.000
C -10.31919 -15.23054 1.51681 -0.001
C -11.62513 -15.20568 1.00445 -0.013
N -12.06020 -14.15355 0.18006 0.014
C -11.66541 -12.91441 0.44835 0.000
O -10.98706 -12.43745 1.38024 0.001
C -12.17910 -11.81136 -0.55447 -0.009
C -12.05440 -10.47435 -0.19146 -0.001
C -12.61686 -9.52147 -1.04207 0.000
C -13.20989 -9.92179 -2.23871 0.001
C -13.35112 -11.28745 -2.49965 0.001
N -12.80807 -12.22032 -1.64679 0.008
C -12.51394 -16.16537 1.49851 -0.001
C -11.96830 -17.22077 2.27633 -0.001
C -10.64484 -17.22448 2.66326 0.000
Cl -10.11182 -18.58743 3.67835 0.000
N -13.86601 -15.98904 1.15210 0.009
C -14.78657 -16.70501 1.77097 -0.003
O -14.67857 -17.76373 2.42643 0.001
C -16.21708 -16.12342 1.77159 0.002
C -17.18342 -16.62787 2.60958 -0.001
C -18.37821 -15.97376 2.65016 0.001
C -18.65491 -14.90407 1.82778 -0.001
C -17.62914 -14.44190 0.99261 -0.003
N -16.42670 -15.03958 0.96362 0.016
H -9.67811 -14.40594 1.24431 0.000
H -11.50497 -10.28924 0.74724 0.000
H -12.47597 -8.43149 -0.84486 0.000
H -13.59344 -9.20256 -2.96299 0.000
H -13.84137 -11.56228 -3.43910 -0.001
H -12.62523 -17.97071 2.61364 0.000
H -17.00163 -17.46265 3.23059 0.000
H -19.10699 -16.41124 3.36926 0.000
H -19.60052 -14.43629 1.72235 0.000
H -17.78430 -13.64671 0.30838 -0.004
N -13.33910 -13.09662 2.81849 0.003
C -13.86551 -11.92845 2.38387 -0.009
N -14.62318 -11.64364 1.38760 0.003
C -14.99351 -10.30059 1.34480 0.005
C -15.88289 -9.75613 0.35655 0.001
C -16.05438 -8.37160 0.35115 0.000
C -15.47315 -7.54262 1.33006 0.000
C -14.69531 -8.08657 2.27941 0.000
C -14.43674 -9.45140 2.29129 0.000
S -13.46338 -10.44394 3.32302 0.000
H -13.70493 -14.00878 2.48490 0.003
H -12.27681 -13.06101 2.82946 0.000
H -16.27752 -10.38943 -0.38297 -0.002
H -16.71825 -7.95981 -0.37182 0.000
H -15.65245 -6.48283 1.32519 0.000
H -14.20880 -7.47115 3.02714 0.000
O -14.01018 -15.30656 -2.95841 0.003
N -13.82291 -14.36656 -3.85720 -0.001
C -13.64970 -14.89730 -5.06634 0.005
C -13.46050 -14.04825 -6.22215 -0.001
N -13.35921 -13.31426 -7.08953 0.002
C -13.52453 -16.35064 -5.16128 0.000
N -13.57831 -17.48732 -5.12391 0.002
Cl -16.37506 -12.69907 -1.63723 0.000

2.
52
Properties=species:S:1:pos:R:3:mulliken_charge:R:1 method="wB97M-V/def2-TZVPD" lumo_energy_ev=-4.44 e_tot_ha=-3581.67742 homo_ev=-11.1 e_above_lowest_kcal_mol=0.00 total_charge=+1 orbital_gap_ev=6.62
Ru 0.41637 -0.63516 -2.61397 0.319
Cl -2.22493 1.43130 -0.98052 -0.118
C -0.82754 2.11804 -1.73144 0.402
C 0.09629 1.30190 -2.36758 -1.088
C 1.20627 1.92618 -2.89176 1.378
Cl 2.29765 0.71023 -3.56507 -0.155
C 1.48037 3.27451 -2.84879 -0.362
Cl 2.91440 3.90655 -3.53135 -0.174
C 0.53400 4.07756 -2.20766 0.632
Cl 0.80005 5.76682 -2.09479 -0.163
C -0.61037 3.49955 -1.65066 -0.096
Cl -1.74248 4.49714 -0.83066 -0.127
C 1.06969 -0.67392 -0.90165 0.382
C 1.42556 -0.64949 0.29082 -0.565
C 1.66547 -0.45412 1.61173 0.351
C 1.79407 -1.59598 2.51455 0.462
C 2.24841 -2.82432 2.01901 -0.462
C 2.35125 -3.91822 2.85644 -0.688
C 1.98010 -3.80571 4.19170 -0.404
C 1.50923 -2.59794 4.68953 -0.793
C 1.42342 -1.49319 3.86045 -0.134
C 1.79274 0.92523 2.09282 0.123
C 2.67040 1.24332 3.13494 -0.188
C 2.82557 2.56035 3.53159 -0.812
C 2.09448 3.56497 2.91205 -0.545
C 1.21349 3.25808 1.88078 -0.500
C 1.07321 1.94862 1.46430 -0.100
H 2.54472 -2.89647 0.98025 0.414
H 2.72532 -4.85839 2.47459 0.412
H 2.05832 -4.66366 4.84629 0.413
H 1.20854 -2.51807 5.72525 0.415
H 1.03965 -0.55757 4.24352 0.545
H 3.25753 0.46480 3.60314 0.577
H 3.52166 2.80457 4.32236 0.410
H 2.21230 4.59170 3.23244 0.415
H 0.63607 4.04047 1.40509 0.438
H 0.38785 1.69888 0.66427 0.318
N -2.94290 -2.45831 -0.89637 0.005
C -1.64901 -2.09598 -0.93323 -0.578
N -1.34531 -1.48042 -2.05427 -0.125
C -2.52188 -1.42964 -2.80318 0.514
C -2.77250 -0.86392 -4.05061 -0.611
C -4.05867 -0.95721 -4.53693 -0.772
C -5.07478 -1.59326 -3.80402 -0.450
C -4.83739 -2.14816 -2.56416 -1.027
C -3.53787 -2.04712 -2.07910 0.907
H -3.38705 -2.94491 -0.13638 0.230
H -0.95437 -2.28385 -0.13137 0.422
H -1.99734 -0.36151 -4.61751 0.346
H -4.29627 -0.52961 -5.50106 0.401
H -6.07005 -1.64370 -4.22340 0.395
H -5.62377 -2.63093 -2.00040 0.408

3.
64
Properties=species:S:1:pos:R:3:mulliken_charge:R:1 method="wB97M-V/def2-TZVPD" lumo_energy_ev="-8.76 / -8.76" e_tot_ha=-6576.50226 homo_ev="-14.0 / -14.0" e_above_lowest_kcal_mol=0.00 total_charge=+2 orbital_gap_ev="5.28 / 5.29"
V 0.65399 -0.18952 -0.52522 0.289
C 0.43181 -2.72981 4.53984 -0.625
C 0.85610 -3.23274 3.31401 -1.005
C 1.03397 -2.38737 2.23754 -0.486
C 0.80349 -1.01667 2.38073 -0.026
C 0.38784 -0.51171 3.62712 -0.009
C 0.20011 -1.36601 4.69189 -0.976
N 0.98380 -0.10522 1.32826 1.583
C 1.55472 1.11030 1.66643 -0.003
C 2.53731 1.22249 2.66112 -0.261
C 3.14386 2.44317 2.87101 -0.930
C 2.78239 3.55092 2.10777 -0.678
C 1.81870 3.44941 1.11062 -0.604
C 1.21605 2.23105 0.89166 0.296
N 0.25866 1.98275 -0.14765 1.931
N -0.39929 2.98737 -0.45232 -1.333
C -1.33288 3.03485 -1.51544 0.004
C -2.01976 4.23936 -1.57465 -0.566
C -2.93491 4.42886 -2.60224 -0.532
C -3.09895 3.41429 -3.52182 -0.803
C -2.34917 2.24447 -3.37630 -0.203
N -1.48610 2.04296 -2.39365 0.193
H 0.29091 -3.39851 5.37817 0.460
H 1.07082 -4.28717 3.20588 0.502
H 1.43534 -2.77453 1.32256 0.559
H 0.17546 0.54474 3.72702 0.708
H -0.13025 -0.97393 5.64420 0.466
H 2.85059 0.34396 3.20884 0.626
H 3.92180 2.53322 3.61607 0.476
H 3.27193 4.50020 2.27722 0.456
H 1.55368 4.30078 0.49974 0.570
H -1.82278 4.99903 -0.83156 0.530
H -3.48998 5.35289 -2.68593 0.433
H -3.78389 3.51490 -4.35217 0.446
H -2.45415 1.44706 -4.10387 0.469
Cl 3.09687 1.30440 -4.53445 -0.054
C 2.57526 0.28022 -3.23937 0.806
Cl 3.02821 -1.38908 -3.49368 -0.043
Cl 0.76432 0.41475 -3.09314 -0.169
C 3.10644 0.77720 -1.86240 0.074
O 4.06314 1.45624 -1.75070 -0.453
O 2.35982 0.33933 -0.82686 -0.165
N -0.57825 -3.78138 -1.30304 -0.320
C 0.61388 -3.22155 -1.05856 0.764
O 0.61529 -1.89767 -0.85254 -0.044
C 1.79938 -3.90012 -0.93510 0.814
C 1.81161 -5.30755 -1.14653 -0.712
N 1.73333 -6.44711 -1.27644 -0.419
C 2.94352 -3.18616 -0.47220 -0.135
N 3.86371 -2.59832 -0.11112 -0.533
H -1.35235 -3.21124 -1.59696 0.084
H -0.61061 -4.76682 -1.52368 0.239
Se -3.36068 0.13586 2.69158 0.333
N -4.45323 -0.52069 1.48992 -0.762
C -3.75542 -0.64649 0.37102 0.649
C -4.28114 -1.08707 -0.87292 -0.666
C -3.43876 -1.09143 -1.94063 -1.128
C -2.08557 -0.70684 -1.77851 -0.861
N -1.53727 -0.33382 -0.64980 1.236
C -2.36638 -0.26135 0.45159 0.198
N -1.95921 0.20830 1.61352 -0.365
H -5.31975 -1.38166 -0.94491 0.519
H -3.77398 -1.38748 -2.92499 0.541
H -1.43340 -0.73830 -2.65400 0.616

4.
68
Properties=species:S:1:pos:R:3:mulliken_spin:R:1 method="wB97M-V/def2-TZVPD" lumo_energy_ev="-3.30 / -5.89" e_tot_ha=-3246.75107 homo_ev="-9.6 / -10.5" e_above_lowest_kcal_mol=0.00 s_squared=8.82 total_charge=+1 spin_multiplicity=6 orbital_gap_ev="6.33 / 4.60"
Os -0.54112 -0.12273 0.31356 2.405
O -1.09318 -2.04478 0.87390 0.036
N -0.18013 -2.93040 1.26438 0.006
C -0.43619 -3.68353 2.34868 0.003
C 0.46536 -4.61978 2.78035 0.007
C 1.64111 -4.81772 2.05585 0.008
C 1.87982 -4.05172 0.93650 -0.004
C 0.96519 -3.07404 0.54604 0.013
S 1.18639 -2.01440 -0.78361 0.271
H -1.38693 -3.49115 2.82244 0.000
H 0.25378 -5.18805 3.67293 0.000
H 2.36973 -5.54627 2.37967 0.000
H 2.77864 -4.16217 0.35002 -0.001
N -0.19789 2.77960 2.29639 0.009
C -0.54018 2.94347 1.01576 0.003
N -0.79080 4.18433 0.57403 0.009
O -0.68200 1.98516 0.20997 0.038
H 0.01034 3.56594 2.88622 0.000
H 0.16691 1.88443 2.58029 -0.005
H -0.75179 4.98584 1.17662 0.000
H -1.10082 4.30069 -0.37422 0.000
C -0.49872 -1.79099 -5.54116 0.001
C -1.03776 -2.20414 -4.21564 -0.002
C -1.21157 -3.50813 -3.83130 -0.001
C -1.73871 -3.76777 -2.55705 0.001
N -2.09530 -2.77876 -1.74258 0.001
C -1.91491 -1.52883 -2.11219 0.013
S -2.40115 -0.18109 -1.15346 0.096
N -1.38101 -1.24458 -3.33265 -0.006
C -1.94995 -5.15607 -2.06961 -0.001
H -0.74999 -2.52816 -6.29963 0.000
H 0.58988 -1.71670 -5.49851 0.000
H -0.89902 -0.82476 -5.84630 0.000
H -0.95622 -4.31333 -4.50316 0.000
H -1.19465 -0.26597 -3.52127 -0.002
H -1.33997 -5.87067 -2.61729 0.000
H -3.00017 -5.42435 -2.20702 0.000
H -1.74632 -5.20843 -1.00194 0.000
N 2.18415 0.49275 -3.68037 0.041
C 1.80566 0.58910 -2.39197 0.010
O 0.60505 0.61539 -2.08652 0.063
C 2.94453 0.62367 -1.44607 0.403
C 2.85261 1.33957 -0.25443 -0.010
N 2.77818 1.99727 0.69011 0.265
C 4.17189 0.04375 -1.79885 -0.050
N 5.15433 -0.46783 -2.12295 0.255
H 3.15955 0.50383 -3.93237 -0.003
H 1.49821 0.54123 -4.41294 -0.003
F 3.92744 -1.66892 5.83300 -0.004
C 2.80413 -1.04692 6.18564 -0.033
C 2.58746 -0.79303 7.52046 0.093
F 3.50481 -1.19559 8.38603 0.011
C 1.42123 -0.14641 7.98705 -0.048
C 0.51538 0.26097 6.98413 0.097
C 0.74832 0.01291 5.65616 -0.033
F -0.14764 0.43581 4.74510 -0.001
C 1.88537 -0.66722 5.19803 0.100
C 2.07596 -0.95723 3.79414 0.101
C 1.24442 -0.51905 2.80134 -0.004
N 0.62115 -0.17327 1.87160 0.072
C 3.12407 -1.77520 3.29606 -0.008
N 3.90937 -2.47408 2.82413 0.034
F -0.59106 0.91575 7.31759 0.009
C 1.16964 0.06782 9.37428 0.399
C 2.10942 -0.22701 10.38654 -0.035
N 2.83269 -0.44709 11.25681 0.211
C -0.06711 0.53505 9.87126 -0.036
N -1.06887 0.86696 10.33531 0.207

5.
64
Properties=species:S:1:pos:R:3:mulliken_spin:R:1 method="wB97M-V/def2-TZVPD" lumo_energy_ev="2.22 / 1.15" e_tot_ha=-8321.57928 homo_ev="-5.7 / -5.8" e_above_lowest_kcal_mol=2.29 s_squared=8.76 total_charge=-1 spin_multiplicity=6 orbital_gap_ev="7.93 / 6.97"
Fe 0.71068 -1.56839 -1.15897 4.250
O -1.07962 -0.27026 -2.18950 0.020
C -2.26285 -0.26813 -1.37188 0.012
C -2.02043 -1.27354 -0.21275 -0.022
O -2.94231 -1.61045 0.49680 0.023
O -0.79163 -1.65270 -0.03635 0.116
C -3.47301 -0.62441 -2.23379 -0.007
C -4.72920 -0.80184 -1.65660 0.001
C -5.83022 -1.08325 -2.44933 0.000
C -5.70147 -1.18153 -3.82916 0.000
C -4.45774 -0.98883 -4.40768 0.000
C -3.35131 -0.70989 -3.61376 0.005
C -2.48174 1.13950 -0.80864 -0.009
C -2.78563 1.38109 0.52405 0.001
C -2.98776 2.68150 0.96856 -0.001
C -2.86974 3.75433 0.10010 0.001
C -2.58096 3.51749 -1.23697 -0.001
C -2.40509 2.21941 -1.68638 0.008
H -0.73482 0.63368 -2.22983 0.002
H -4.83667 -0.73126 -0.58449 0.000
H -6.79652 -1.22905 -1.98245 0.000
H -6.56385 -1.40502 -4.44478 0.000
H -4.33669 -1.06306 -5.48132 0.000
H -2.38247 -0.58185 -4.07392 -0.002
H -2.88324 0.55361 1.21389 0.001
H -3.23385 2.85302 2.00860 0.000
H -2.99833 4.76687 0.46086 0.000
H -2.50613 4.34226 -1.93419 0.000
H -2.22742 2.04530 -2.74324 0.000
Cl -1.34529 -3.76343 -2.95406 0.024
Si 0.48340 -2.83242 -3.29031 0.213
Cl 1.78245 -4.35848 -3.81172 0.024
Cl 0.28389 -1.77244 -5.07770 0.026
Br 7.03288 -3.91362 2.26812 0.000
C 5.47134 -4.49851 1.37695 -0.002
C 5.27397 -5.85406 1.16104 0.002
N 4.19341 -6.33759 0.55234 -0.001
C 3.27458 -5.46495 0.14114 0.003
C 3.40293 -4.09299 0.30805 0.032
C 4.52876 -3.59058 0.94115 0.005
C 2.35079 -3.16870 -0.20195 -0.042
O 2.57139 -1.92425 -0.23072 0.071
O 1.25699 -3.62107 -0.61334 0.069
H 6.01655 -6.57187 1.48898 0.000
H 2.39344 -5.86180 -0.34732 0.004
H 4.64742 -2.52410 1.08033 0.006
S 5.06389 1.80137 3.10870 0.000
C 3.83129 1.70208 1.99990 -0.001
S 3.85970 0.63099 0.65064 0.003
C 2.26837 1.15557 0.14777 -0.001
N 1.76974 2.05563 0.92236 0.022
N 2.64606 2.36199 1.95236 0.004
C 2.14328 3.26288 2.94137 -0.001
C 2.95637 4.23526 3.50157 0.001
C 2.42710 5.09337 4.45522 0.000
C 1.09945 4.98811 4.84226 0.001
C 0.29271 4.01677 4.26305 0.000
C 0.81115 3.15219 3.31286 0.001
S 1.55543 0.69886 -1.37924 0.137
H 3.98871 4.31752 3.19719 0.000
H 3.06281 5.85216 4.89357 0.000
H 0.69467 5.65884 5.58916 0.000
H -0.74566 3.92556 4.55652 0.000
H 0.19606 2.39707 2.84684 0.000

6.
55
Properties=species:S:1:pos:R:3:mulliken_charge:R:1 method="wB97M-V/def2-TZVPD" lumo_energy_ev=-0.09 e_tot_ha=-2357.30558 homo_ev=-7.9 e_above_lowest_kcal_mol=0.00 total_charge=0 orbital_gap_ev=7.80
Cd 0.04389 -1.00522 -0.76141 0.317
O -0.61911 -4.43247 0.19270 -0.725
S -1.08622 -3.23779 0.84388 1.755
O -2.09079 -2.42890 0.16699 -0.802
N 0.05690 -2.15462 1.15973 -0.342
C 1.31097 -2.53524 1.61889 0.589
C 1.59389 -3.63380 2.40179 -0.354
C 2.89669 -3.87060 2.88056 -1.048
C 3.92829 -3.01985 2.60400 -0.852
C 3.68932 -1.88464 1.79788 1.139
C 4.69334 -0.95107 1.45757 -0.649
C 4.39117 0.11681 0.66090 -0.899
C 3.07589 0.24441 0.17943 -0.080
N 2.12048 -0.59926 0.47914 0.131
C 2.39255 -1.65221 1.29068 -0.222
C -1.77785 -3.73663 2.40270 -0.174
C -1.95188 -5.08066 2.67854 -0.120
C -2.50169 -5.45758 3.89720 -0.580
C -2.86610 -4.49237 4.82282 -0.378
C -2.68486 -3.14364 4.53543 -0.662
C -2.14067 -2.76121 3.32226 -0.417
H 0.80877 -4.32827 2.66451 0.285
H 3.06774 -4.74854 3.49040 0.389
H 4.92592 -3.19828 2.98429 0.376
H 5.69815 -1.09801 1.83497 0.413
H 5.13565 0.84980 0.38407 0.401
H 2.80986 1.06552 -0.47908 0.345
H -1.65420 -5.81667 1.94385 0.468
H -2.64236 -6.50687 4.11987 0.385
H -3.29177 -4.78908 5.77244 0.380
H -2.96838 -2.39176 5.25981 0.391
H -1.98738 -1.71780 3.07985 0.425
S 0.58321 3.13299 -2.93344 -0.363
C 0.17350 3.63766 -1.32295 1.043
C 0.08739 4.91999 -0.79122 -0.643
C -0.25958 5.04690 0.53953 -0.418
C -0.51380 3.92033 1.32986 -0.686
C -0.42869 2.64797 0.80385 -0.371
C -0.08489 2.50755 -0.53994 -0.661
N 0.05180 1.30887 -1.21180 -0.197
C 0.39708 1.46986 -2.45581 1.246
C 0.60491 0.34604 -3.38196 0.842
C 0.93743 0.59722 -4.71536 -0.842
C 1.10567 -0.45974 -5.58945 -0.653
C 0.93599 -1.75987 -5.13211 -0.652
C 0.60874 -2.00039 -3.80386 0.103
C 0.44022 -0.96052 -2.89274 -0.857
H 0.28475 5.79197 -1.39988 0.401
H -0.33522 6.03286 0.97776 0.375
H -0.78092 4.05120 2.36989 0.390
H -0.61916 1.77092 1.40898 0.466
H 1.06217 1.61118 -5.07945 0.349
H 1.36132 -0.27316 -6.62421 0.387
H 1.05919 -2.58873 -5.81850 0.375
H 0.48349 -3.02636 -3.47844 0.483